Entry 1:
Molecular formula: C10H24P
Method: DFT, ωB97M-V/def2-TZVPD

```
! RIJCOSX wB97M-V def2-TZVPD def2/J DEFGRID3
* xyz 1 1
C 1.1238 -2.8237 -2.8910
C -0.6783 -0.4195 3.1595
C 1.8011 1.0245 1.4220
C -1.9053 2.1944 1.0587
C -0.0890 2.1954 -1.0315
C -1.7277 -0.0524 -0.8647
C 0.4487 -1.5107 -2.4037
C 0.3305 -0.8840 2.0325
C 1.3240 -0.9201 -1.3523
C 0.5404 0.3225 1.1257
P -0.7989 1.0646 0.2058
H 2.1785 -2.7530 -3.1475
H 1.0284 -3.5698 -2.0844
H 0.5076 -3.2286 -3.7128
H -1.6058 -0.3500 2.5964
H -0.4653 0.5497 3.6577
H -0.7177 -1.2402 3.9174
H 1.8256 1.1643 2.5103
H 2.5687 0.3092 1.2927
H 2.0234 1.9000 0.8658
H -2.7121 1.7735 1.6942
H -2.5031 2.8000 0.2902
H -1.4469 2.8824 1.7712
H 0.2931 3.0330 -0.3741
H -0.8336 2.8518 -1.6116
H 0.6619 1.7887 -1.7219
H -1.3268 -1.0474 -0.6721
H -1.4684 0.2496 -1.8762
H -2.7711 0.0587 -0.7698
H -0.4803 -1.9076 -2.0553
H 0.0845 -0.8401 -3.1272
H 0.0810 -1.8432 1.3604
H 1.1858 -1.1429 2.6528
H 1.9801 -0.0608 -1.4546
H 1.5431 -1.5683 -0.4625
*
```

HOMO energy (spin up / spin down) = -11.55 / -12.05 eV
Kohn-Sham gap (spin up / spin down) = 7.377 / 8.902 eV
energy above the lowest of the compared OMol25 structures with the same formula, charge and spin = 72.93 kcal per mole
E_LUMO (spin up / spin down) = -4.18 / -3.14 eV

Which charges does Mulliken predict for the atoms? In e, they are:
1. C -1.453
2. C -1.030
3. C -1.622
4. C -1.295
5. C -1.499
6. C -1.431
7. C -0.518
8. C -0.796
9. C -0.669
10. C 0.612
11. P 1.323
12. H 0.363
13. H 0.369
14. H 0.373
15. H 0.293
16. H 0.289
17. H 0.390
18. H 0.384
19. H 0.452
20. H 0.403
21. H 0.417
22. H 0.372
23. H 0.415
24. H 0.452
25. H 0.403
26. H 0.362
27. H 0.248
28. H 0.430
29. H 0.573
30. H 0.283
31. H 0.517
32. H 0.264
33. H 0.489
34. H 0.523
35. H 0.316

Entry 2:
Molecular formula: C10H25Al3BBrCl3CsF5ILiN2NaO6
Method: DFT, ωB97M-V/def2-TZVPD

```
! RIJCOSX wB97M-V def2-TZVPD def2/J DEFGRID3
* xyz 2 1
C 0.9854 -3.8894 3.1874
N 1.0965 -3.0965 1.9384
C 1.5661 -4.0513 0.9316
B -0.3363 -2.6931 1.6803
O -1.1475 -3.6764 1.0089
Al -0.8308 -0.7685 2.3634
Br 0.5593 -0.5006 4.3059
C -0.2362 0.6700 1.0539
C -0.6902 0.4241 -0.3027
O -0.4159 -0.5140 -0.9651
I -2.0031 1.9407 -1.1783
C -2.7302 -0.3843 3.0562
C -3.8640 -1.2591 2.5848
O -3.6707 -2.6458 2.8021
C -4.2856 -0.8480 1.1828
N -3.2338 -0.9846 0.1567
H 0.4628 -3.2566 3.9886
H 0.4047 -4.8210 3.0473
H 1.9804 -4.1525 3.5403
H 1.0662 -5.0519 1.0133
H 1.3921 -3.6087 -0.0530
H 2.6755 -4.1558 1.0881
H -1.0820 -3.5026 0.0526
H 0.8558 0.6483 1.0672
H -0.5427 1.6463 1.4322
H -3.0033 0.6267 2.7407
H -2.6865 -0.3598 4.1441
H -4.7391 -1.0140 3.2071
H -3.8825 -3.1279 1.9947
H -4.5991 0.1886 1.2900
H -5.2003 -1.3960 0.9455
H -3.6314 -1.5917 -0.5651
H -3.1880 -0.0612 -0.2921
O -1.0179 1.4670 -4.7018
H -0.9147 1.0150 -3.8483
H -0.5927 2.3511 -4.7078
H -2.0113 1.6180 -5.0058
Cs -1.3372 -5.9424 0.3006
C 3.3286 1.9640 -0.1393
Cl 4.5192 3.0368 -0.8754
Cl 2.2835 2.8291 0.9908
H 2.7141 1.5313 -0.9245
H 3.8551 1.1799 0.3962
C 4.5071 2.9357 -4.6276
C 4.9450 3.5364 -5.9715
O 5.8968 2.9510 -6.5722
O 4.3089 4.5385 -6.3458
H 5.1083 2.0639 -4.3717
H 4.6219 3.6812 -3.8434
H 3.4581 2.6366 -4.6751
F -0.3078 5.4707 0.7526
Al -0.6219 5.2823 2.4233
F -2.2964 5.4146 2.7050
F 0.2347 6.4369 3.3183
F -0.1034 3.6861 2.8749
Na -3.4263 -0.6638 -2.2042
Li 4.6114 2.9258 -8.0228
Cl -0.3537 -3.8804 5.6345
Al 3.8703 -5.7669 0.4811
F -2.3255 2.9684 -5.4879
*
```

HOMO energy = -12.13 eV
Kohn-Sham gap = 1.110 eV
E_LUMO = -11.02 eV

Which charges does Mulliken predict for the atoms? In e, they are:
1. C -0.872
2. N -0.217
3. C -0.804
4. B 1.771
5. O -0.947
6. Al -0.269
7. Br -0.181
8. C 0.052
9. C 0.488
10. O -0.646
11. I 0.006
12. C -0.891
13. C 0.126
14. O -0.504
15. C -1.385
16. N -0.086
17. H -0.500
18. H 0.433
19. H 0.404
20. H -0.041
21. H 0.510
22. H 0.180
23. H 0.439
24. H -0.245
25. H 0.531
26. H 0.533
27. H 0.562
28. H 0.351
29. H 0.331
30. H 0.462
31. H 0.423
32. H 0.245
33. H -0.149
34. O -0.423
35. H 0.327
36. H 0.458
37. H 0.427
38. Cs 1.066
39. C -0.218
40. Cl -0.145
41. Cl -0.031
42. H 0.126
43. H 0.314
44. C -0.506
45. C 0.497
46. O -0.800
47. O -0.626
48. H 0.289
49. H 0.173
50. H 0.148
51. F -0.392
52. Al 0.508
53. F -0.384
54. F -0.358
55. F -0.367
56. Na 0.997
57. Li 0.899
58. Cl -0.129
59. Al 0.814
60. F -0.778

Entry 3:
Molecular formula: C10H25B3O10S
Method: DFT, ωB97M-V/def2-TZVPD

```
! RIJCOSX wB97M-V def2-TZVPD def2/J DEFGRID3
* xyz 0 1
O -0.3366 -3.4154 0.6027
C 0.6126 -3.8897 0.0657
O 0.4565 -4.9440 -0.8002
C 2.0373 -3.3963 0.1911
B 2.5511 -2.7086 -1.1268
O 1.6801 -2.2770 -2.1065
B 2.0571 -2.5382 -3.4225
O 1.1282 -2.6503 -4.4087
O 3.4237 -2.6345 -3.6897
B 4.2131 -3.0632 -2.6474
S 5.5539 -4.3146 -2.9065
O 3.9080 -2.5837 -1.3880
H 1.2676 -5.4594 -0.8455
H 2.7184 -4.2138 0.4479
H 2.0719 -2.6844 1.0191
H 0.8096 -3.5356 -4.5820
H 4.6729 -5.3176 -3.0218
C 0.6645 1.2312 0.2800
O 1.7779 1.6103 -0.5101
C 1.7674 1.0297 -1.8028
C 1.3298 2.0156 -2.8626
O -0.0291 2.3843 -2.7078
C -0.2127 3.6502 -2.1063
H 0.6808 1.8327 1.1861
H -0.2792 1.4044 -0.2430
H 0.7231 0.1729 0.5604
H 1.1130 0.1538 -1.8176
H 2.7885 0.6991 -2.0265
H 1.4372 1.5517 -3.8483
H 1.9743 2.9009 -2.8312
H 0.1087 4.4556 -2.7763
H 0.3349 3.7325 -1.1636
H -1.2782 3.7612 -1.9117
C -3.9122 0.6656 4.8938
O -4.2552 1.9340 4.3709
C -3.1497 2.8047 4.2103
C -2.6990 2.8832 2.7689
O -2.1590 1.6538 2.3186
C -3.0383 0.9060 1.4990
H -4.8052 0.0454 4.8424
H -3.1130 0.1932 4.3167
H -3.5971 0.7437 5.9403
H -2.3130 2.4822 4.8394
H -3.4594 3.8009 4.5408
H -1.9157 3.6433 2.6838
H -3.5384 3.1888 2.1352
H -3.1795 1.3930 0.5276
H -4.0132 0.7703 1.9742
H -2.5785 -0.0678 1.3385
*
```

HOMO energy = -9.14 eV
SMILES = O=C(O)CB1OB(O)OB(S)O1.COCCOC.COCCOC
Kohn-Sham gap = 8.823 eV
E_LUMO = -0.32 eV

Which charges does Mulliken predict for the atoms? In e, they are:
1. O -0.522
2. C 0.699
3. O -0.495
4. C -0.767
5. B 0.364
6. O -0.342
7. B 0.572
8. O -0.513
9. O -0.224
10. B 0.438
11. S -0.333
12. O -0.320
13. H 0.341
14. H 0.441
15. H 0.271
16. H 0.296
17. H 0.085
18. C -0.640
19. O -0.477
20. C -0.069
21. C -0.687
22. O -0.376
23. C -0.699
24. H 0.293
25. H 0.380
26. H 0.215
27. H 0.166
28. H 0.340
29. H 0.355
30. H 0.340
31. H 0.317
32. H 0.309
33. H 0.237
34. C -0.670
35. O -0.376
36. C -0.582
37. C -0.523
38. O -0.233
39. C -0.842
40. H 0.239
41. H 0.273
42. H 0.323
43. H 0.324
44. H 0.384
45. H 0.360
46. H 0.358
47. H 0.293
48. H 0.432
49. H 0.242

Entry 4:
Molecular formula: C10H25Cl2O3OsSb
Method: DFT, ωB97M-V/def2-TZVPD

```
! RIJCOSX wB97M-V def2-TZVPD def2/J DEFGRID3
* xyz 4 1
Os 0.0294 0.4530 -0.2804
C 1.7789 0.7577 -2.8067
O 0.8205 1.4205 -1.8817
C -0.2127 2.2516 -2.5425
C -1.4674 1.4271 -2.6483
O -1.7075 0.8585 -1.2908
C -2.6034 -0.3079 -1.2752
C -1.7849 -1.5273 -1.6041
O -0.5294 -1.4143 -0.7991
C 0.2834 -2.6576 -0.8557
H 2.3744 1.5458 -3.2629
H 1.2214 0.1969 -3.5546
H 2.4075 0.1063 -2.2080
H 0.1637 2.5456 -3.5227
H -0.3419 3.1389 -1.9282
H -1.3757 0.6052 -3.3591
H -2.3351 2.0418 -2.8905
H -3.4200 -0.1440 -1.9799
H -3.0128 -0.3395 -0.2655
H -1.4836 -1.6078 -2.6493
H -2.2943 -2.4434 -1.3034
H -0.3324 -3.4822 -0.5027
H 1.1480 -2.4958 -0.2195
H 0.5866 -2.8137 -1.8900
Cl 0.2492 2.6538 0.7069
C 2.0504 2.5630 0.7957
Cl 2.4121 0.8067 0.5508
H 2.3880 2.8768 1.7801
H 2.4891 3.1333 -0.0179
C 0.3602 1.0964 3.9216
Sb 0.2187 -0.5621 2.6350
C 1.8769 -1.8510 2.7873
C -1.6534 -1.5341 2.7638
H 0.0769 0.6800 4.8970
H -0.3489 1.8737 3.6442
H 1.3879 1.4518 3.9636
H 1.7892 -2.2315 3.8141
H 2.8044 -1.2914 2.6871
H 1.8115 -2.6818 2.0891
H -1.6493 -1.9181 3.7932
H -1.7123 -2.3639 2.0641
H -2.4634 -0.8171 2.6455
*
```

HOMO energy (spin up / spin down) = -23.45 / -23.48 eV
Kohn-Sham gap (spin up / spin down) = 6.510 / 6.467 eV
energy above the lowest of the compared OMol25 structures with the same formula, charge and spin = 0.00 kcal per mole
E_LUMO (spin up / spin down) = -16.94 / -17.01 eV

Which charges does Mulliken predict for the atoms? In e, they are:
1. Os 1.221
2. C -0.688
3. O -0.473
4. C -0.596
5. C -0.339
6. O -0.466
7. C -0.666
8. C -0.455
9. O -0.108
10. C -0.778
11. H 0.327
12. H 0.342
13. H 0.349
14. H 0.482
15. H 0.331
16. H 0.372
17. H 0.444
18. H 0.478
19. H 0.281
20. H 0.377
21. H 0.560
22. H 0.360
23. H 0.253
24. H 0.349
25. Cl -0.013
26. C -0.269
27. Cl -0.020
28. H 0.418
29. H 0.421
30. C -1.070
31. Sb 0.772
32. C -1.016
33. C -1.037
34. H 0.481
35. H 0.433
36. H 0.386
37. H 0.462
38. H 0.424
39. H 0.393
40. H 0.474
41. H 0.370
42. H 0.433

Entry 5:
Molecular formula: C10H25ClIN3OPPt
Method: DFT, ωB97M-V/def2-TZVPD

```
! RIJCOSX wB97M-V def2-TZVPD def2/J DEFGRID3
* xyz 3 5
C -2.1905 0.3004 -1.0515
I -2.7621 0.3485 2.3052
H -1.6172 0.7268 -1.9192
H -2.5376 1.3263 -0.7458
H -2.9921 -0.2049 -1.6401
Pt 1.8235 -0.6142 -0.3600
P 0.5241 -2.4347 -0.3641
C -0.7531 -3.4938 0.2890
C 0.6760 -2.6343 -2.1202
H 2.8266 -2.1493 0.3281
H 2.2491 -3.8531 0.4753
H 1.7426 -2.6325 1.6943
C 1.9948 -2.8163 0.6483
H 1.4255 -1.9074 -2.4649
H 0.9712 -3.6578 -2.3154
H -0.5083 -4.5375 0.0973
H -1.7151 -3.2524 -0.1994
H -0.3013 -2.4448 -2.5755
H -0.8591 -3.3304 1.3755
C -0.9836 -0.4884 -0.4558
O -0.8261 -0.9359 0.7097
Cl 3.2243 0.2800 -1.8479
C 1.7946 4.3332 0.2727
N 0.3899 4.3395 0.6403
C -0.0035 5.4386 1.5455
C -0.3840 3.2248 0.5290
N 0.0156 2.0010 0.4995
N -1.7483 3.4888 0.5845
C -2.3530 4.6739 0.0820
C -2.6671 2.5289 1.0986
H 2.1664 5.3420 0.4219
H 1.9474 4.0578 -0.8106
H 2.4003 3.6134 0.9008
H -0.5996 6.1406 0.9616
H -0.5742 5.0215 2.4023
H 0.9322 5.8970 1.8961
H 1.0666 2.0335 0.3443
H -3.3706 4.3967 -0.2802
H -2.4969 5.3857 0.9011
H -1.7351 5.0835 -0.7248
H -3.0612 1.8441 0.3359
H -1.9097 1.9851 1.8438
H -3.5626 2.9321 1.5524
*
```

HOMO energy (spin up / spin down) = -17.84 / -17.96 eV
Kohn-Sham gap (spin up / spin down) = 5.449 / 4.802 eV
energy above the lowest of the compared OMol25 structures with the same formula, charge and spin = 0.00 kcal per mole
E_LUMO (spin up / spin down) = -12.39 / -13.16 eV

Which charges does Mulliken predict for the atoms? In e, they are:
1. C -1.071
2. I 0.108
3. H 0.349
4. H 0.158
5. H 0.470
6. Pt 0.900
7. P 0.358
8. C -1.161
9. C -0.891
10. H 0.456
11. H 0.440
12. H 0.479
13. C -1.165
14. H 0.430
15. H 0.432
16. H 0.499
17. H 0.408
18. H 0.376
19. H 0.404
20. C 0.414
21. O -0.286
22. Cl -0.230
23. C -0.990
24. N 0.026
25. C -0.983
26. C 0.413
27. N -0.119
28. N 0.230
29. C -1.251
30. C -1.067
31. H 0.427
32. H 0.343
33. H 0.384
34. H 0.312
35. H 0.358
36. H 0.510
37. H 0.172
38. H 0.487
39. H 0.389
40. H 0.433
41. H 0.165
42. H 0.154
43. H 0.730

| no. | calculated total energy (Eh) |
| --- | --- |
| 1 | -736.37957 |
| 2 | -6650.15908 |
| 3 | -1621.43594 |
| 4 | -1871.16708 |
| 5 | -1852.60500 |